(1)
Formula: C11H20N2
Source: the OMol25 dataset
Level of theory: ωB97M-V with the def2-TZVPD basis set

Calculated values
**Multiplicity**: 1
**Relative energy (zero: lowest compared OMol25 entry of this formula, charge and spin)**: 366.98 kJ/mol

Each line ends with the Löwdin charge.
Geometry (Å):
C -2.33115 0.53013 -0.89350  -0.30
C -2.80112 -0.17690 1.50864  -0.13
C -2.90417 -1.37037 0.54247  -0.15
C -2.03294 -0.20948 0.22149  -0.31
C 2.48473 1.02130 0.66329  -0.10
C 0.97942 1.92032 -1.14572  -0.04
C 0.41555 1.98866 1.31785  -0.06
C 0.45586 -1.17190 -2.02276  -0.05
C 0.95535 -2.60732 -0.12263  -0.02
C 0.51068 -0.24555 0.30170  0.00
C 1.04219 1.20325 0.19202  -0.59
N -2.50945 1.18382 -1.82793  0.12
N 0.80065 -1.22822 -0.61807  -0.20
H -3.53621 0.49401 1.54698  0.04
H -2.18967 -0.40618 2.51372  0.14
H -2.36835 -2.23119 1.02717  0.08
H -3.87231 -1.71769 0.01914  0.13
H 3.24764 0.33832 0.03630  0.12
H 3.02624 2.05431 0.60938  0.12
H 2.60857 0.53886 1.66202  0.09
H 1.73769 1.59423 -1.71360  0.03
H 1.28534 3.06512 -0.87896  0.14
H 0.00745 1.88758 -1.64433  0.06
H -0.01614 2.99718 0.83333  0.13
H 1.15524 2.37430 2.12149  0.11
H -0.40886 1.39428 1.69297  0.05
H 1.32890 -1.65148 -2.54418  0.10
H -0.37868 -1.94088 -2.23981  0.12
H 0.23241 -0.26546 -2.49036  0.05
H 0.17722 -2.65752 0.67070  0.10
H 0.68549 -3.27038 -0.87230  0.05
H 1.92125 -2.87095 0.30407  0.09
H 0.29118 -0.56419 1.22944  0.08



(2)
Formula: C11H20N2O3
Source: the OMol25 dataset
Level of theory: ωB97M-V with the def2-TZVPD basis set

Calculated values
**SMILES string**: CC[C@H](C)[C@H](NC(=O)[C@@H]1CCCN1)C(=O)O
**Multiplicity**: 1
**Relative energy (zero: lowest compared OMol25 entry of this formula, charge and spin)**: 42.50 kJ/mol

Each line ends with the Löwdin charge.
Geometry (Å):
C -2.05639 0.49787 1.18426  -0.22
C -0.61805 0.28489 1.64022  -0.46
C -2.66198 -0.73271 0.42894  -0.12
C -3.01715 -0.23560 -0.94744  -0.20
C -3.26906 1.21934 -0.73814  -0.21
C 1.71343 0.56861 0.83377  -0.21
C 2.40938 1.79671 0.25461  -0.50
C 2.39930 -0.71865 0.40379  -0.31
C 1.86432 -1.99645 1.04473  -0.06
C 2.41417 -0.95568 -1.13359  -0.21
C 1.06870 -1.06915 -1.87075  -0.10
H -2.33423 2.51664 0.61646  0.12
H -2.66431 0.77608 2.06695  0.15
H -1.94800 -1.55678 0.32047  0.11
H -3.54028 -1.14017 0.94157  0.12
H -3.81862 -0.79553 -1.40470  0.11
H -2.16290 -0.29345 -1.61858  0.10
H -4.29331 1.42275 -0.47384  0.11
H -3.08216 1.72941 -1.68468  0.11
H -0.07882 1.26735 0.01390  0.13
H 1.87986 0.60949 1.90246  0.16
H 3.45381 -0.59833 0.75800  0.15
H 1.93459 -2.01047 2.13943  0.09
H 0.82609 -2.16591 0.76501  0.06
H 2.42182 -2.87005 0.66113  0.09
H 2.90361 -1.93588 -1.24737  0.10
H 3.04420 -0.20562 -1.64669  0.11
H 0.56335 -0.09867 -1.87445  0.06
H 1.19681 -1.40873 -2.88987  0.07
H 0.46525 -1.83137 -1.34145  0.07
H 2.06735 3.34410 -0.73631  0.15
N -2.17188 1.60137 0.20097  -0.02
N 0.30053 0.58263 0.69354  0.11
O -0.35393 -0.20578 2.71227  0.08
O 3.57384 2.03590 0.42311  0.13
O 1.57063 2.57183 -0.39774  0.13



(3)
Formula: C11H20N2O5
Source: the OMol25 dataset
Level of theory: ωB97M-V with the def2-TZVPD basis set

Calculated values
**SMILES string**: CC(C)C[C@H](N)C(=O)N[C@@H](CCC(=O)O)C(=O)O
**Multiplicity**: 1
**Relative energy (zero: lowest compared OMol25 entry of this formula, charge and spin)**: 188.23 kJ/mol

Each line ends with the Löwdin charge.
Geometry (Å):
C -1.10247 -0.85348 -0.72951  -0.29
C -0.80522 -1.02605 0.79034  -0.43
C -2.50176 -0.23768 -1.03520  -0.11
C -3.03518 0.74111 0.03462  -0.45
C -2.61437 2.20600 -0.14160  -0.07
C -4.54026 0.70710 0.09659  -0.10
C 1.67531 -0.33690 0.42450  -0.19
C 2.39855 -1.68412 0.16929  -0.42
C 2.52417 0.86366 1.06405  -0.10
C 4.05604 0.84124 1.00415  -0.13
C 4.46880 0.95805 -0.42414  -0.53
H -1.67728 -2.67927 -1.15368  0.10
H -0.67790 -2.28460 -2.28130  0.14
H -0.44282 -0.10335 -1.15239  0.12
H -2.50821 0.28841 -2.04022  0.13
H -3.18765 -1.14919 -1.17307  0.13
H -2.64609 0.48384 0.94334  0.08
H -3.19850 2.74688 0.64108  0.09
H -1.56786 2.31772 -0.07655  0.05
H -2.86226 2.64547 -1.18480  0.11
H -5.06319 -0.25351 0.27745  0.08
H -4.95862 1.17422 -0.81955  0.09
H -5.04255 1.33558 0.88127  0.09
H 0.77249 -1.04739 2.17057  0.18
H 1.31407 0.01762 -0.48997  0.11
H 2.15280 1.82545 0.56347  0.14
H 2.13947 0.87192 2.10594  0.11
H 4.33686 1.88566 1.38118  0.15
H 4.51579 0.06150 1.66631  0.13
H 4.63119 -0.93412 -0.54908  0.08
H 0.74976 -2.47677 -0.45957  0.05
N -0.76824 -2.21596 -1.22900  0.05
N 0.46980 -0.57578 1.27229  0.11
O -1.57553 -1.67342 1.45733  0.10
O 3.58842 -1.71151 0.46486  0.06
O 4.52039 2.07538 -0.95878  0.06
O 4.74844 -0.14448 -1.12943  0.11
O 1.71359 -2.65924 -0.38077  0.15



(4)
Formula: C11H20N2S
Source: the OMol25 dataset
Level of theory: ωB97M-V with the def2-TZVPD basis set

Calculated values
**Multiplicity**: 1
**Relative energy (zero: lowest compared OMol25 entry of this formula, charge and spin)**: 496.60 kJ/mol

Each line ends with the Löwdin charge.
Geometry (Å):
C 0.35072 0.50860 -0.38354  -0.23
C -0.35745 -0.60230 -0.40407  0.02
C -0.32780 1.71565 -1.02963  -0.09
C -2.35404 1.81187 0.55723  -0.24
C -1.85800 1.42164 -0.89150  -0.42
C 2.61267 1.15966 -0.92142  -0.09
C 1.95936 1.32424 1.48146  -0.04
C 0.39286 -2.86164 -1.10683  -0.06
C -0.31058 -2.57385 1.27768  -0.07
C 1.72690 0.52093 0.17667  -0.38
C -0.53881 -2.04829 -0.15783  -0.40
N -2.81711 0.60973 1.27826  -0.29
N -2.12807 0.03286 -1.13856  -0.33
S -3.33526 -0.45277 -0.05541  0.87
H 0.10274 2.76031 -0.89091  0.14
H -0.15897 1.56802 -2.08907  0.10
H -1.59865 2.28403 1.15151  0.10
H -3.05440 2.59920 0.45705  0.08
H -2.51062 1.96491 -1.62558  0.14
H 2.57709 2.30444 -0.90999  0.10
H 2.21653 0.72263 -1.89363  0.10
H 3.65847 0.98791 -0.60654  0.08
H 1.51171 0.86020 2.26097  0.03
H 1.53591 2.26384 1.36222  0.05
H 3.08763 1.45519 1.71157  0.12
H 0.42533 -3.81547 -0.70037  0.05
H 1.35803 -2.49648 -1.16330  0.05
H 0.07187 -3.03832 -2.12238  0.08
H -0.38961 -1.82315 2.02917  0.05
H 0.74488 -3.05465 1.36629  0.11
H -1.03758 -3.41534 1.32099  0.09
H 2.11383 -0.53880 0.25542  0.15
H -1.62429 -2.42574 -0.35342  0.11
H -2.04529 0.27096 1.75751  0.01



(5)
Formula: C11H20N2S4Y
Source: the OMol25 dataset
Level of theory: ωB97M-V with the def2-TZVPD basis set

Calculated values
**Multiplicity**: 1
**Charge**: +3
**Relative energy (zero: lowest compared OMol25 entry of this formula, charge and spin)**: 0.00 kJ/mol

Each line ends with the Löwdin charge.
Geometry (Å):
Y -0.06932 -0.03454 0.01328  1.18
C -0.64530 -0.31626 -3.59793  -0.45
C 0.73445 -0.94761 -3.50493  -0.45
S 1.69858 -0.26894 -2.10780  0.88
C 2.83690 -1.63155 -1.67350  -0.45
C 3.33637 -1.49801 -0.24555  -0.46
S 2.08170 -1.50203 1.08136  0.86
C 1.42339 -3.21067 1.14195  -0.45
C 0.24851 -3.52531 0.22410  -0.45
S -1.18778 -2.47673 0.65534  0.88
C -2.38883 -2.81294 -0.67540  -0.46
C -1.97727 -2.36552 -2.06679  -0.45
S -1.72472 -0.55474 -2.13868  0.86
H -1.18218 -0.71560 -4.45969  0.12
H -0.59595 0.76568 -3.73071  0.10
H 1.28447 -0.72980 -4.42089  0.11
H 0.68845 -2.02996 -3.39081  0.08
H 3.68242 -1.57464 -2.35963  0.11
H 2.31993 -2.57499 -1.84232  0.08
H 3.88725 -0.56936 -0.08704  0.10
H 4.02648 -2.31301 -0.02036  0.11
H 1.16263 -3.36755 2.18906  0.10
H 2.26148 -3.87241 0.91795  0.11
H -0.06678 -4.55797 0.38351  0.12
H 0.50079 -3.39698 -0.82754  0.07
H -3.30948 -2.33388 -0.33878  0.10
H -2.57318 -3.88857 -0.67063  0.12
H -2.77491 -2.59966 -2.77285  0.12
H -1.06853 -2.86033 -2.40325  0.08
N -2.23168 2.58068 0.30619  0.02
C -2.33147 3.76057 0.91891  0.01
C -1.16143 3.96987 1.63235  0.01
C -0.39896 2.84627 1.39027  -0.11
N -1.04407 1.97450 0.57305  -0.18
H -2.92154 2.15407 -0.29297  0.17
H -3.21201 4.37669 0.81585  0.16
H -0.90736 4.82178 2.23967  0.14
H 0.59005 2.62728 1.77276  0.13



(6)
Formula: C11H20N4PSn
Source: the OMol25 dataset
Level of theory: ωB97M-V with the def2-TZVPD basis set

Calculated values
**Multiplicity**: 1
**Charge**: +1

Each line ends with the Löwdin charge.
Geometry (Å):
C 1.18767 -0.01194 -2.87665  -0.31
C 0.57030 0.60926 -4.02642  -0.19
C -0.40721 -0.24644 -4.56665  -0.16
C -0.53951 -1.35563 -3.75971  -0.18
C 0.49334 -1.27022 -2.72184  -0.31
Sn -0.74326 0.37956 -1.82514  1.20
P 0.19879 3.24333 -1.27287  0.64
H 2.05400 0.46338 -2.27554  0.15
H 0.85505 1.52961 -4.48941  0.11
H -0.92802 -0.15611 -5.52676  0.13
H 0.69823 -2.12712 -2.12805  0.10
H -1.19572 -2.22195 -3.96933  0.13
H -0.76985 3.92367 -0.48976  -0.12
H 0.17789 4.22477 -2.29846  -0.12
H 1.27711 3.82652 -0.55008  -0.12
C -0.40658 1.14639 1.43879  -0.19
N -0.29757 -0.03946 0.47322  -0.25
C -1.36778 -1.06481 0.86105  -0.19
N -1.20933 -1.49903 2.26105  -0.08
C -1.30368 -0.30778 3.14081  -0.14
N -0.26954 0.71948 2.83692  -0.08
C 1.06014 0.06408 3.01134  -0.14
N 1.20943 -1.10206 2.11091  -0.09
C 1.05472 -0.67255 0.71362  -0.17
C 0.14378 -2.08497 2.44326  -0.14
H -1.37876 1.64531 1.32764  0.13
H 0.39575 1.88281 1.24215  0.10
H -1.27044 -1.97850 0.24461  0.13
H -2.36978 -0.63143 0.73273  0.12
H -1.12529 -0.65652 4.16113  0.13
H -2.29131 0.13083 3.03205  0.13
H 1.84861 0.77190 2.83912  0.12
H 1.10330 -0.32471 4.04574  0.14
H 1.19933 -1.56123 0.09753  0.12
H 1.83167 0.09328 0.50564  0.14
H 0.26397 -2.37331 3.46864  0.12
H 0.25056 -2.96842 1.78872  0.14



Record order is preserved below.
Electronic energy: -14705.3047; -20855.0577; -24948.9645; -25542.6325; -59071.1826; -32803.6451 eV
Record order is preserved below.
Max |F|: 5.5; 2.8; 2.8; 4.5; 0.1; 3.0 eV Å⁻¹
Record order is preserved below.
HOMO-LUMO gap: 7.40; 9.77; 10.34; 8.74; 8.41; 9.25 eV